This record from the OMol25 dataset describes a molecular structure, C38H24CrIN3O7PS. The level of theory is ωB97M-V/def2-TZVPD.

Values from the calculation:
**Expectation value of S²**: 3.80
**Energy**: -115241.372 eV
**2S+1**: 4
**F_max**: 1.71 eV/A
**ΔE to the lowest compared entry with this formula, charge and spin**: 0.000 eV
**HOMO level (spin up / spin down)**: -8.20 / -8.41 eV
**Lowest unoccupied orbital energy (spin up / spin down)**: -0.810 / -0.795 eV

Each line ends with the Mulliken charge.
Positions of all 76 atoms, in Å:
Cr: -0.68 0.16 -0.64  -0.773
I: -3.08 0.61 0.85  0.073
C: -2.21 1.96 2.31  -0.383
C: -2.73 3.23 2.36  -0.336
C: -2.39 4.08 3.42  -0.928
C: -1.65 3.61 4.46  -0.841
C: -1.08 2.32 4.42  0.684
C: -0.31 1.84 5.50  -0.811
C: 0.33 0.63 5.43  -1.144
C: 0.31 -0.07 4.22  -0.220
C: -0.45 0.34 3.14  0.839
P: -0.07 -0.53 1.56  2.494
C: 1.73 -0.70 1.79  -0.055
C: 2.42 -1.88 2.10  -0.109
C: 3.80 -1.87 2.16  -0.755
C: 4.51 -0.70 1.93  -0.697
C: 3.83 0.48 1.67  -0.601
C: 2.45 0.48 1.60  -0.845
C: -0.77 -2.17 1.88  1.322
C: -1.86 -2.35 2.72  -1.082
C: -2.48 -3.59 2.79  -0.699
C: -2.03 -4.64 2.01  -0.835
C: -0.95 -4.46 1.15  -0.851
C: -0.32 -3.23 1.09  -0.842
C: -1.25 1.51 3.26  0.559
H: -3.41 3.56 1.61  0.525
H: -2.78 5.09 3.42  0.422
H: -1.48 4.21 5.34  0.424
H: -0.22 2.46 6.38  0.411
H: 0.90 0.25 6.26  0.447
H: 0.91 -0.96 4.12  0.434
H: 1.88 -2.80 2.28  0.454
H: 4.33 -2.78 2.39  0.473
H: 5.59 -0.71 1.94  0.403
H: 4.37 1.40 1.52  0.460
H: 1.92 1.39 1.38  0.281
H: -2.24 -1.52 3.31  0.381
H: -3.34 -3.72 3.43  0.444
H: -2.52 -5.59 2.04  0.393
H: -0.63 -5.25 0.50  0.469
H: 0.50 -3.08 0.41  0.331
S: 3.43 0.81 -2.16  -0.307
C: 3.29 -0.88 -1.88  -0.685
C: 2.07 -1.24 -1.40  -0.815
C: 1.20 -0.14 -1.22  1.015
C: 1.80 1.03 -1.60  -0.219
C: 1.08 2.26 -1.51  1.130
C: 1.47 3.44 -2.14  -1.100
C: 0.65 4.54 -2.07  -0.706
C: -0.53 4.44 -1.35  -0.926
C: -0.85 3.24 -0.75  -0.233
N: -0.08 2.15 -0.81  0.944
H: 4.13 -1.51 -2.08  0.538
H: 1.81 -2.26 -1.19  0.367
H: 2.38 3.45 -2.71  0.474
H: 0.91 5.46 -2.58  0.430
H: -1.21 5.28 -1.27  0.481
H: -1.78 3.13 -0.21  0.206
O: -0.60 -3.57 -1.94  -0.691
C: -0.89 -2.39 -1.98  0.190
O: -1.16 -1.68 -0.94  -0.176
C: -0.96 -1.68 -3.32  0.340
C: -0.84 -2.47 -4.44  -0.338
C: -0.92 -1.91 -5.72  -0.610
C: -1.14 -0.55 -5.88  -0.358
C: -1.25 0.26 -4.76  -0.513
C: -1.16 -0.27 -3.43  1.141
O: -1.25 0.49 -2.42  -0.310
N: -1.42 1.67 -4.94  0.885
O: -1.78 2.06 -6.03  -0.685
O: -1.18 2.41 -4.01  -0.477
N: -0.76 -2.74 -6.88  1.063
O: -0.49 -3.91 -6.70  -0.639
O: -0.91 -2.22 -7.97  -0.652
H: -0.68 -3.53 -4.31  0.703
H: -1.21 -0.13 -6.87  0.621

This record from the OMol25 dataset describes a molecular structure, C3H7NO2. The level of theory is ωB97M-V/def2-TZVPD.

Values from the calculation:
**Energy**: -8805.435 eV
**F_max**: 0.37 eV/A
**ΔE to the lowest compared entry with this formula, charge and spin**: 5.094 eV
**HOMO level**: -9.09 eV
**Lowest unoccupied orbital energy**: 0.903 eV

Each line ends with the Mulliken charge.
Positions of all 13 atoms, in Å:
O: -1.67 0.51 0.56  -0.561
C: -1.16 -0.81 0.61  -0.373
C: 0.17 -0.97 -0.11  -0.581
O: 1.29 -0.50 0.66  -0.247
C: 1.59 0.80 0.75  -0.246
N: 0.90 1.76 0.14  -0.408
H: -1.21 1.04 1.22  0.344
H: -1.05 -1.17 1.64  0.292
H: -1.90 -1.44 0.10  0.340
H: 0.38 -2.03 -0.26  0.342
H: 0.14 -0.48 -1.10  0.367
H: 2.16 1.78 0.17  0.472
H: 0.16 1.50 -0.53  0.259

This record from the OMol25 dataset describes 16 unconnected molecules or ions with the total composition C64H176N16O16. The level of theory is ωB97M-V/def2-TZVPD.

Values from the calculation:
**Energy**: -125810.954 eV
**F_max**: 3.70 eV/A
**ΔE to the lowest compared entry with this formula, charge and spin**: 5.924 eV
**HOMO level**: -8.97 eV
**Lowest unoccupied orbital energy**: 0.501 eV

Each line ends with the Mulliken charge.
Positions of all 272 atoms, in Å:
C: -2.04 -0.90 4.05  -0.130
C: -3.11 0.01 4.73  -0.036
C: -3.02 1.48 4.28  0.145
O: -1.76 1.99 4.75  -0.506
C: -1.30 3.09 4.02  -0.589
N: -4.43 -0.52 4.57  -0.738
H: -1.14 -0.56 4.51  0.081
H: -1.93 -0.69 3.02  -0.549
H: -2.32 -1.96 4.27  0.546
H: -2.89 -0.18 5.75  0.425
H: -3.82 2.04 4.73  0.597
H: -3.12 1.58 3.19  -0.193
H: -0.45 3.40 4.56  0.232
H: -2.10 3.77 3.93  0.523
H: -0.99 2.77 3.02  0.081
H: -4.58 -0.66 3.59  0.062
H: -5.12 0.22 4.86  0.325
C: -1.11 4.90 -0.07  -0.944
C: -2.64 5.09 -0.25  2.055
C: -3.06 6.29 0.60  -1.031
O: -4.49 6.35 0.60  -0.413
C: -5.18 5.33 1.29  -0.093
N: -3.10 5.32 -1.60  -0.417
H: -0.44 5.52 -0.65  0.428
H: -0.96 3.85 -0.28  -0.067
H: -0.88 5.08 0.94  0.004
H: -3.10 4.17 0.21  -1.084
H: -2.72 7.16 0.06  0.553
H: -2.63 6.31 1.62  0.330
H: -6.13 5.82 1.56  0.257
H: -4.59 4.93 2.17  0.136
H: -5.41 4.49 0.60  -0.106
H: -3.71 6.16 -1.74  0.297
H: -3.54 4.49 -2.07  0.159
C: -8.75 -2.22 -3.31  -1.809
C: -7.54 -1.90 -2.41  1.183
C: -7.61 -2.86 -1.21  -0.927
O: -6.73 -2.32 -0.20  0.132
C: -6.89 -2.68 1.09  -1.049
N: -6.30 -2.09 -3.19  -0.335
H: -8.83 -3.31 -3.58  0.331
H: -8.74 -1.67 -4.26  0.390
H: -9.66 -1.99 -2.80  0.380
H: -7.66 -0.86 -2.07  -0.088
H: -7.34 -3.94 -1.42  0.118
H: -8.65 -2.93 -0.76  0.677
H: -6.21 -3.42 1.53  0.284
H: -7.89 -3.05 1.28  0.446
H: -6.79 -1.93 1.88  0.235
H: -5.49 -1.92 -2.64  -0.488
H: -6.22 -3.12 -3.37  0.447
C: -4.26 1.18 0.62  -0.505
C: -4.33 0.22 -0.56  1.657
C: -3.65 0.85 -1.74  0.564
O: -4.40 1.97 -2.22  -0.055
C: -5.46 1.54 -3.12  -1.299
N: -3.83 -1.10 -0.34  1.238
H: -3.25 1.36 0.95  -0.739
H: -4.89 0.94 1.50  0.499
H: -4.50 2.20 0.33  -0.202
H: -5.36 0.20 -0.88  -0.618
H: -3.41 0.17 -2.60  -0.506
H: -2.63 1.20 -1.46  -0.596
H: -5.37 0.60 -3.46  0.559
H: -5.45 2.09 -4.04  0.373
H: -6.41 1.60 -2.60  -0.009
H: -2.87 -1.02 0.02  -0.773
H: -4.40 -1.59 0.33  0.144
C: 4.72 -3.36 -4.28  -0.845
C: 4.35 -2.90 -5.62  0.590
C: 3.11 -2.05 -5.65  -0.752
O: 1.95 -2.87 -5.30  -0.256
C: 0.89 -2.13 -4.70  0.223
N: 5.35 -2.07 -6.24  -0.712
H: 4.14 -4.18 -3.85  0.297
H: 4.85 -2.49 -3.59  -0.021
H: 5.77 -3.81 -4.46  0.290
H: 4.18 -3.76 -6.34  0.095
H: 3.02 -1.59 -6.68  0.270
H: 3.22 -1.25 -4.88  0.235
H: 0.31 -2.86 -4.14  -0.103
H: 0.23 -1.47 -5.36  0.223
H: 1.39 -1.56 -3.94  -0.096
H: 6.08 -2.70 -6.59  0.285
H: 5.67 -1.50 -5.47  0.298
C: 3.52 -9.24 -5.01  -1.346
C: 3.69 -8.14 -5.99  0.461
C: 2.59 -7.00 -5.80  -0.307
O: 1.36 -7.38 -6.32  -0.431
C: 0.42 -6.36 -5.99  -0.429
N: 5.07 -7.57 -5.91  -0.596
H: 3.65 -8.90 -3.97  0.336
H: 4.09 -10.16 -5.19  0.375
H: 2.45 -9.44 -5.10  0.339
H: 3.55 -8.43 -7.10  0.174
H: 2.97 -6.13 -6.36  0.114
H: 2.46 -6.71 -4.78  0.214
H: 0.69 -5.39 -6.38  0.298
H: 0.33 -6.29 -4.91  0.115
H: -0.54 -6.73 -6.43  0.287
H: 5.72 -8.26 -5.66  0.194
H: 5.37 -7.25 -6.80  0.228
C: 4.21 6.17 6.21  -1.787
C: 3.49 6.14 4.89  2.359
C: 2.11 5.60 5.07  -0.891
O: 2.10 4.16 5.30  -0.453
C: 2.40 3.31 4.19  0.876
N: 3.41 7.44 4.32  -0.712
H: 5.20 6.63 6.09  0.457
H: 4.38 5.15 6.56  0.356
H: 3.69 6.66 7.01  0.368
H: 4.01 5.31 4.33  -0.808
H: 1.54 5.86 4.18  0.032
H: 1.64 5.91 6.02  0.414
H: 2.57 3.78 3.22  -0.323
H: 1.60 2.57 4.04  -0.549
H: 3.20 2.64 4.54  0.297
H: 3.09 7.34 3.36  0.112
H: 4.34 7.84 4.21  0.377
C: 7.97 -2.24 -1.70  -1.489
C: 7.76 -2.14 -0.22  0.548
C: 6.26 -2.04 0.23  -0.280
O: 5.65 -1.16 -0.66  -0.435
C: 4.31 -0.89 -0.51  -0.456
N: 8.35 -3.15 0.65  -0.605
H: 7.83 -3.34 -2.01  0.240
H: 8.98 -2.00 -1.99  0.413
H: 7.25 -1.65 -2.22  0.333
H: 8.26 -1.13 0.05  0.144
H: 6.17 -1.71 1.28  0.011
H: 5.80 -3.06 0.04  0.400
H: 4.09 -0.09 -1.23  0.446
H: 4.04 -0.47 0.44  -0.008
H: 3.72 -1.79 -0.79  0.303
H: 9.37 -3.15 0.63  0.235
H: 8.05 -4.12 0.61  0.214
C: 5.02 5.22 -0.64  -1.396
C: 4.58 6.33 0.31  -0.046
C: 3.08 6.03 0.71  0.637
O: 2.69 7.19 1.48  -0.591
C: 1.25 7.34 1.67  -0.503
N: 5.48 6.43 1.48  -0.414
H: 6.06 5.42 -0.89  0.442
H: 4.46 5.28 -1.58  0.497
H: 4.94 4.21 -0.19  -0.030
H: 4.73 7.26 -0.21  0.490
H: 2.97 5.11 1.31  -0.601
H: 2.34 5.87 -0.11  0.429
H: 0.86 6.29 1.91  -0.069
H: 0.85 7.80 0.77  0.372
H: 1.07 7.96 2.57  0.444
H: 5.43 5.57 2.05  -0.041
H: 5.25 7.26 2.10  0.280
C: 8.45 4.61 2.22  -1.269
C: 7.80 3.73 3.28  1.414
C: 7.29 2.47 2.63  -0.990
O: 6.14 2.77 1.90  0.067
C: 5.65 1.66 1.12  -0.516
N: 8.72 3.42 4.37  -0.720
H: 7.76 5.18 1.64  0.194
H: 8.94 3.99 1.47  0.290
H: 9.28 5.18 2.64  0.434
H: 6.87 4.24 3.56  -0.442
H: 7.10 1.79 3.49  0.221
H: 8.00 1.88 2.03  0.347
H: 4.79 1.96 0.48  0.016
H: 5.20 0.88 1.75  -0.227
H: 6.40 1.24 0.47  0.611
H: 8.19 3.03 5.12  0.255
H: 9.20 4.29 4.59  0.276
C: -2.80 -3.17 -3.36  -0.142
C: -3.47 -4.44 -2.82  -0.119
C: -3.87 -4.20 -1.40  1.904
O: -4.27 -5.42 -0.78  -0.473
C: -3.29 -6.14 -0.07  -0.357
N: -4.65 -4.80 -3.58  -0.515
H: -2.60 -3.32 -4.42  0.702
H: -1.86 -3.00 -2.83  -0.440
H: -3.41 -2.28 -3.18  -0.512
H: -2.72 -5.19 -2.80  0.534
H: -4.80 -3.58 -1.43  -1.003
H: -3.08 -3.58 -0.79  -0.601
H: -2.55 -5.52 0.40  -0.051
H: -2.66 -6.66 -0.80  0.298
H: -3.82 -6.79 0.64  0.329
H: -4.97 -5.67 -3.20  0.279
H: -4.46 -4.99 -4.58  0.236
C: 1.68 -3.01 6.97  -1.329
C: 2.14 -1.61 6.53  0.256
C: 3.48 -1.71 5.76  -0.656
O: 3.30 -2.34 4.50  -0.268
C: 4.43 -2.28 3.60  -0.899
N: 1.13 -1.04 5.74  -0.127
H: 1.41 -3.56 6.10  0.169
H: 0.80 -2.90 7.63  0.371
H: 2.54 -3.50 7.44  0.405
H: 2.38 -0.98 7.45  0.364
H: 4.31 -2.24 6.31  0.406
H: 3.96 -0.72 5.61  0.318
H: 4.13 -2.91 2.72  0.128
H: 5.37 -2.64 3.99  0.605
H: 4.52 -1.28 3.17  0.194
H: 1.28 -0.04 5.70  0.247
H: 1.24 -1.47 4.80  -0.368
C: -8.96 2.54 2.10  -1.713
C: -8.40 1.95 0.79  0.891
C: -9.60 1.63 -0.17  -0.586
O: -10.63 0.82 0.35  -0.438
C: -10.37 -0.53 -0.12  -0.564
N: -7.38 2.88 0.30  -0.068
H: -8.17 2.80 2.80  0.373
H: -9.68 1.93 2.64  0.371
H: -9.45 3.50 1.81  0.414
H: -7.95 1.03 1.09  -0.261
H: -9.26 1.15 -1.11  0.302
H: -10.03 2.68 -0.41  0.287
H: -9.39 -0.88 0.18  0.100
H: -10.55 -0.60 -1.19  0.265
H: -10.96 -1.23 0.40  0.497
H: -7.01 2.56 -0.58  -0.174
H: -7.66 3.82 0.22  0.356
C: 0.63 2.04 -3.06  -0.334
C: 0.00 2.97 -4.13  0.545
C: -1.30 2.43 -4.69  -0.791
O: -1.33 1.03 -5.07  -0.043
C: -2.47 0.66 -5.77  -0.786
N: -0.24 4.30 -3.66  -0.640
H: 0.15 1.97 -2.09  -0.649
H: 1.61 2.56 -2.89  0.393
H: 0.86 1.08 -3.51  -0.007
H: 0.80 2.97 -4.93  0.301
H: -1.51 3.09 -5.57  0.417
H: -2.19 2.57 -4.05  0.292
H: -2.34 -0.32 -6.14  0.250
H: -2.79 1.32 -6.64  0.274
H: -3.32 0.61 -5.04  0.178
H: -0.73 4.30 -2.78  0.084
H: -0.74 4.77 -4.39  0.338
C: -0.79 -5.01 2.46  -1.553
C: 0.65 -4.56 2.30  0.594
C: 1.00 -4.32 0.82  0.139
O: 0.62 -5.30 -0.06  -0.475
C: 0.98 -4.91 -1.39  -0.181
N: 0.90 -3.23 2.93  0.102
H: -0.99 -4.98 3.51  0.581
H: -0.90 -6.05 2.05  0.368
H: -1.38 -4.32 1.88  0.014
H: 1.32 -5.33 2.76  0.250
H: 2.08 -4.14 0.78  0.240
H: 0.70 -3.25 0.53  -0.286
H: 0.45 -4.00 -1.56  -0.044
H: 0.61 -5.66 -2.11  0.192
H: 2.05 -4.75 -1.45  0.334
H: 0.35 -3.16 3.82  -0.030
H: 1.84 -3.16 3.23  -0.256
C: 1.75 0.21 2.33  0.050
C: 1.32 0.35 0.89  2.968
C: -0.16 -0.03 0.91  -1.360
O: -0.76 0.28 -0.40  0.849
C: -0.47 -0.68 -1.47  -0.433
N: 1.72 1.65 0.34  0.105
H: 0.90 0.55 2.91  -0.178
H: 2.66 0.82 2.41  0.265
H: 1.85 -0.83 2.59  -0.251
H: 1.71 -0.45 0.19  -1.178
H: -0.73 0.58 1.57  -0.711
H: -0.20 -1.08 1.08  0.451
H: -0.99 -0.31 -2.36  -0.047
H: -0.79 -1.65 -1.11  0.099
H: 0.68 -0.73 -1.68  -0.214
H: 1.72 2.39 1.04  0.019
H: 1.10 1.94 -0.41  -0.228